Entry from OMol25: a cluster of 17 separate species, C33H83BClF6N2O22 in total in a non-equilibrium geometry (the ωB97M-V functional and the def2-TZVPD basis).

```
148
Properties=species:S:1:pos:R:3:forces:R:3:lowdin_charge:R:1
C -4.693087 -1.863169 -2.343165 0.35 -0.07 -0.56 -0.10
C -3.604772 -1.291629 -3.297037 -0.99 0.56 0.19 -0.10
B -3.956061 0.199798 -3.695828 -0.30 -1.07 0.39 -0.56
O -4.712526 0.980828 -2.860181 0.78 0.87 -0.73 0.15
O -3.517648 0.712778 -4.952330 0.79 0.57 1.07 0.23
C -2.420842 1.496687 -4.919754 0.03 -0.47 -2.23 -0.40
O -1.732969 1.637273 -5.907640 -0.56 0.16 1.30 0.17
C -2.075301 2.226698 -3.649150 -0.73 -0.02 -0.74 -0.02
C -1.222661 1.728772 -2.709688 0.47 -2.44 -1.55 0.09
C -0.968634 2.398726 -1.598566 1.07 0.78 1.72 -0.10
C -0.047303 1.827552 -0.523889 -1.35 -0.31 0.80 -0.19
O -0.544708 1.217191 0.391418 0.88 0.54 -0.73 0.21
C 1.465743 2.101782 -0.663125 0.20 -0.30 -0.80 -0.37
F 1.923590 2.816941 0.356511 -0.25 0.00 0.87 0.18
F 1.639952 2.872511 -1.759790 -0.16 0.14 -0.44 0.14
C 2.365678 0.840260 -0.856555 0.50 0.25 0.74 -0.37
F 3.596172 1.197448 -0.463924 0.29 0.31 0.44 0.17
F 2.476504 0.530545 -2.136546 -0.50 -0.27 -0.68 0.19
C 1.995387 -0.396692 -0.003399 0.60 -1.20 -0.22 -0.38
F 3.094459 -1.185706 -0.003986 0.14 -0.22 -0.50 0.14
F 1.783669 -0.086217 1.266871 -0.43 0.59 0.42 0.19
C 0.869125 -1.238017 -0.599269 -2.33 -0.37 -1.24 -0.40
O 0.259524 -0.916114 -1.607404 0.92 0.52 0.64 0.11
O 0.524442 -2.338254 0.046513 1.11 0.45 0.50 0.20
N -1.539371 3.595973 -1.383334 0.23 0.40 0.85 0.07
C -1.166119 4.278194 -0.123203 0.31 -0.03 0.04 0.08
C -2.381552 4.125772 -2.265390 -0.67 1.27 -0.37 -0.13
C -3.052213 5.452938 -2.042619 -0.57 -0.04 0.67 -0.11
C -4.350516 5.365043 -1.186147 0.10 -0.32 0.86 -0.64
C -4.120958 5.488070 0.314798 0.84 0.20 -0.17 -0.13
Cl -5.200186 3.798955 -1.481884 -0.13 0.31 -0.29 0.72
C -2.664639 3.446536 -3.442869 -0.25 0.06 -0.53 -0.20
N -3.530381 3.909913 -4.432119 -0.12 0.31 0.15 0.16
H -4.748384 -2.948536 -2.458289 0.06 0.23 0.38 0.05
H -5.664591 -1.467630 -2.634463 -0.11 -0.04 0.11 0.08
H -4.522783 -1.590666 -1.302481 0.01 -0.09 0.06 0.07
H -2.616305 -1.320510 -2.826112 0.14 -0.25 -0.23 0.10
H -3.625700 -1.906439 -4.196394 0.52 0.04 -0.12 0.11
H -4.319724 1.059902 -1.986492 -0.51 -0.40 0.36 0.10
H -0.786380 0.752433 -2.879263 0.22 -0.02 0.19 0.15
H -0.143508 -2.768415 -0.507627 -0.15 -0.17 0.04 0.16
H -1.507280 3.668235 0.705735 0.02 0.03 0.12 0.12
H -0.083152 4.386273 -0.106272 0.05 -0.10 0.06 0.12
H -1.585544 5.265619 -0.036494 -0.20 0.00 -0.15 0.07
H -2.400669 6.184735 -1.570990 0.11 0.00 -0.07 0.13
H -3.359067 5.874575 -2.990856 0.34 -0.09 -0.27 0.12
H -5.015944 6.168971 -1.480318 -0.12 -0.07 -0.29 0.11
H -5.012012 5.748210 0.875784 -0.13 0.11 -0.16 0.09
H -3.727718 4.572986 0.752308 -0.05 -0.17 -0.08 0.07
H -3.347817 6.254162 0.463214 -0.50 0.08 0.32 0.06
H -3.049276 4.360065 -5.201437 -0.11 -0.16 -0.18 0.13
H -4.283560 4.477063 -4.075692 -0.10 0.01 -0.16 0.08
C -1.928300 7.424146 3.623788 0.16 0.12 -0.19 -0.12
O -2.343865 7.515948 2.253304 -0.04 -0.25 -0.06 -0.15
H -2.809415 7.250123 4.235608 -0.06 -0.02 -0.10 0.08
H -1.231856 6.591986 3.750960 -0.01 0.01 0.15 0.08
H -1.448262 8.351144 3.935576 0.04 -0.07 0.12 0.06
H -1.551880 7.673069 1.732589 0.03 0.21 0.05 0.07
C 1.524342 2.488927 -6.384993 0.11 -0.05 0.33 -0.12
O 2.371381 3.320051 -5.585486 -0.43 0.36 -0.30 -0.14
H 1.556326 2.847431 -7.411185 0.08 0.05 0.02 0.09
H 1.877836 1.455803 -6.355068 -0.07 -0.03 -0.12 0.09
H 0.497805 2.534830 -6.019955 -0.06 -0.10 -0.16 0.05
H 2.332608 2.983896 -4.686277 0.23 -0.10 0.01 0.06
C 2.823290 -3.820709 -2.899411 0.24 0.28 0.37 -0.14
O 3.484232 -4.203835 -1.694530 -0.16 -0.15 -0.06 -0.12
H 2.617879 -4.716189 -3.478524 0.04 -0.04 0.05 0.09
H 1.876374 -3.318709 -2.665369 -0.06 -0.01 -0.19 0.06
H 3.463823 -3.156736 -3.483713 -0.14 -0.04 -0.19 0.07
H 3.662521 -3.405408 -1.192066 0.09 -0.01 0.03 0.04
C -6.771124 -5.657346 -2.607598 0.09 -0.01 0.26 -0.14
O -5.868847 -4.808651 -1.896461 -0.11 -0.13 -0.10 -0.14
H -6.814586 -5.315812 -3.638430 0.04 0.05 0.01 0.08
H -6.419684 -6.691105 -2.587717 -0.08 -0.03 -0.09 0.08
H -7.770542 -5.603970 -2.170360 -0.05 -0.05 -0.10 0.08
H -5.843111 -5.121240 -0.988361 0.06 0.04 0.04 0.08
C 5.042417 -2.051916 2.152639 0.42 0.24 -0.07 -0.14
O 6.263928 -1.449277 2.567384 -0.13 -0.13 0.17 -0.11
H 4.672082 -2.670731 2.967027 0.06 -0.03 0.00 0.07
H 4.307261 -1.282729 1.924844 -0.14 -0.09 0.05 0.06
H 5.212880 -2.681071 1.274027 -0.20 -0.07 0.01 0.08
H 6.583637 -0.906110 1.843131 0.08 0.02 0.02 0.07
C 5.023598 2.904603 -3.086142 0.02 0.07 -0.35 -0.15
O 4.693128 2.452316 -4.395311 0.09 -0.11 0.43 -0.13
H 5.153215 2.032559 -2.448664 0.01 -0.01 -0.06 0.07
H 5.953957 3.476521 -3.099429 -0.01 0.02 0.15 0.08
H 4.220177 3.529102 -2.679094 0.08 0.03 0.13 0.07
H 4.578599 3.227757 -4.953408 -0.08 -0.09 -0.16 0.07
C 6.224654 -2.466637 -5.214824 -0.27 0.10 -0.14 -0.15
O 4.960253 -2.919282 -5.703674 0.03 -0.04 0.14 -0.14
H 6.718214 -3.295959 -4.718030 -0.03 -0.03 -0.04 0.07
H 6.848712 -2.124966 -6.043314 0.13 0.02 0.11 0.08
H 6.085378 -1.651432 -4.499017 0.15 0.01 0.01 0.07
H 4.539809 -2.174658 -6.140835 -0.03 -0.02 -0.07 0.07
C 3.328495 -3.601154 5.601246 0.46 0.31 -0.19 -0.17
O 4.557014 -2.991001 6.006603 -0.07 -0.14 0.02 -0.13
H 2.960579 -4.216388 6.412510 0.03 0.05 0.05 0.07
H 2.588513 -2.831784 5.372690 -0.16 -0.16 0.02 0.07
H 3.499586 -4.229539 4.720531 -0.20 -0.08 0.02 0.07
H 4.862064 -2.449108 5.274059 0.14 0.06 0.07 0.05
C -1.157807 10.363922 6.158220 0.31 0.03 0.03 -0.15
O -0.120112 9.755204 5.389704 -0.18 -0.01 -0.01 -0.14
H -2.113287 10.027095 5.763086 0.03 -0.03 -0.04 0.07
H -1.081083 10.068368 7.206856 -0.12 0.05 0.02 0.08
H -1.103627 11.451855 6.080694 -0.12 0.01 0.05 0.08
H 0.717881 10.059034 5.747286 0.06 -0.03 -0.04 0.08
C 5.928280 -6.652750 6.044224 -0.03 0.15 -0.38 -0.15
O 5.227730 -7.294371 4.978814 -0.05 -0.10 0.17 -0.13
H 5.754286 -7.214834 6.958013 -0.05 -0.07 -0.06 0.08
H 7.000088 -6.638424 5.829765 0.03 0.06 0.18 0.08
H 5.565480 -5.630082 6.175556 0.11 0.02 0.14 0.06
H 5.392160 -6.788005 4.180262 -0.01 -0.01 -0.04 0.06
C 0.433823 6.372464 -7.683498 0.18 -0.25 0.20 -0.16
O 1.514592 6.143279 -6.787939 -0.23 0.10 -0.03 -0.13
H 0.543432 7.370496 -8.099594 0.03 0.01 0.02 0.08
H 0.447636 5.643667 -8.498480 -0.11 0.07 -0.07 0.08
H -0.524599 6.310075 -7.156416 -0.08 0.06 -0.13 0.07
H 1.410726 5.257139 -6.425422 0.31 -0.06 0.08 0.03
C -0.536918 -3.885132 5.350848 0.10 -0.34 0.30 -0.16
O 0.459435 -4.249423 6.296180 0.07 0.14 -0.09 -0.15
H -0.345941 -2.862762 5.026671 0.05 0.01 0.04 0.07
H -0.496607 -4.550220 4.483276 -0.15 0.09 -0.09 0.08
H -1.529413 -3.938630 5.802161 -0.09 0.05 -0.19 0.06
H 0.268271 -5.156045 6.568892 -0.13 0.03 -0.03 0.04
C -5.021466 -3.731449 5.230139 0.23 0.21 -0.25 -0.16
O -3.869184 -3.675360 4.383914 -0.05 -0.14 0.03 -0.14
H -4.974921 -4.656828 5.796733 0.03 0.00 -0.01 0.07
H -5.030792 -2.890140 5.922526 -0.12 -0.06 0.07 0.07
H -5.935691 -3.723345 4.632197 -0.08 -0.02 0.13 0.08
H -3.917511 -2.855660 3.887526 0.04 0.03 -0.02 0.07
C 9.548079 -4.083992 -6.132698 0.01 -0.15 0.27 -0.16
O 9.383034 -3.675646 -4.776629 -0.04 0.07 -0.12 -0.14
H 9.372891 -3.220011 -6.768628 0.00 0.04 0.05 0.07
H 10.563061 -4.451202 -6.301503 -0.02 0.00 -0.13 0.08
H 8.829496 -4.867085 -6.388123 0.03 0.02 -0.13 0.08
H 9.540411 -4.445516 -4.224384 0.01 0.02 0.08 0.07
C -8.412705 -4.230259 7.144930 0.11 0.18 0.22 -0.15
O -7.199176 -3.489944 7.263628 -0.10 -0.09 -0.09 -0.14
H -8.393384 -4.758643 6.195061 0.06 0.02 -0.01 0.08
H -8.499362 -4.956999 7.955913 -0.10 -0.06 -0.06 0.08
H -9.274705 -3.559167 7.162954 -0.08 -0.10 -0.04 0.08
H -7.225318 -3.027441 8.104981 0.06 0.03 0.02 0.08
C -2.246700 -7.159931 7.269871 0.08 0.15 0.14 -0.13
O -1.020568 -6.443341 7.402448 -0.04 -0.08 0.00 -0.13
H -2.220090 -7.702802 6.329159 0.06 0.02 -0.01 0.08
H -2.362485 -7.870893 8.090504 -0.08 -0.05 -0.06 0.08
H -3.093149 -6.468844 7.260993 -0.07 -0.08 -0.04 0.07
H -1.051676 -5.966602 8.236883 0.06 0.02 0.02 0.09
```
Forces are in eV/Å.

E_LUMO: -4.28 eV
HOMO level: -10.9 eV
total charge: +1
ΔE to the lowest compared entry with this formula, charge and spin: 0.0 kJ/mol